[1]
8 unconnected molecules or ions with the total composition C46H116N8O15, computed with ωB97M-V/def2-TZVPD.

XYZ file:
```
185
Properties=species:S:1:pos:R:3:lowdin_charge:R:1
C 4.658 -2.755 2.157 -0.048
O 3.219 -2.339 2.056 -0.211
C 2.974 -0.943 2.199 -0.219
C 1.501 -0.609 2.163 -0.198
N 1.105 -0.385 0.791 -0.051
C -0.055 0.576 0.698 -0.162
C -0.099 0.881 -0.772 -0.203
O -1.485 1.034 -1.248 -0.209
C -1.560 1.456 -2.662 -0.069
H 4.918 -3.772 1.864 0.064
H 5.154 -2.438 3.074 0.084
H 5.189 -2.210 1.376 0.079
H 3.511 -0.460 1.382 0.124
H 3.435 -0.618 3.132 0.112
H 1.486 0.374 2.634 0.073
H 0.850 -1.259 2.747 0.122
H 1.857 -0.144 0.162 0.095
H 0.198 1.560 1.092 0.117
H -0.942 0.137 1.156 0.106
H 0.279 0.159 -1.497 0.096
H 0.483 1.768 -1.021 0.120
H -0.999 0.763 -3.289 0.075
H -1.219 2.473 -2.855 0.076
H -2.592 1.370 -3.000 0.062
C -0.058 1.563 -6.797 -0.126
O -1.322 1.798 -6.303 -0.180
C -2.337 1.349 -7.133 -0.228
C -3.834 1.548 -6.698 -0.148
N -4.248 0.900 -5.389 -0.060
C -4.705 -0.501 -5.561 -0.170
C -4.538 -1.496 -4.317 -0.193
O -3.244 -1.320 -3.818 -0.216
C -2.910 -1.958 -2.609 -0.100
H 0.284 0.537 -6.663 0.087
H 0.698 2.131 -6.254 0.079
H 0.013 1.856 -7.844 0.095
H -2.167 0.293 -7.346 0.120
H -2.387 1.906 -8.068 0.118
H -4.461 1.217 -7.526 0.112
H -4.112 2.598 -6.608 0.106
H -3.386 0.833 -4.866 0.054
H -4.148 -0.985 -6.363 0.099
H -5.736 -0.322 -5.866 0.111
H -4.830 -2.538 -4.449 0.119
H -5.225 -1.140 -3.548 0.107
H -1.914 -1.675 -2.266 0.075
H -2.706 -3.006 -2.828 0.086
H -3.617 -1.807 -1.793 0.094
C -9.391 8.243 0.208 -0.082
O -8.068 8.651 -0.211 -0.194
C -7.044 7.643 -0.330 -0.233
C -6.965 7.261 -1.739 -0.241
N -7.960 6.335 -2.296 -0.040
C -8.106 5.061 -1.570 -0.180
C -6.795 4.235 -1.486 -0.250
O -6.343 3.898 -2.757 -0.188
C -5.316 2.922 -2.800 -0.105
H -9.415 7.874 1.233 0.078
H -9.765 7.490 -0.486 0.074
H -9.974 9.160 0.134 0.086
H -7.168 6.860 0.418 0.114
H -6.035 7.977 -0.088 0.121
H -5.943 6.952 -1.960 0.110
H -6.987 8.188 -2.311 0.127
H -7.685 6.113 -3.242 0.101
H -8.840 4.429 -2.070 0.117
H -8.392 5.234 -0.532 0.101
H -7.013 3.244 -1.090 0.112
H -6.044 4.710 -0.855 0.116
H -5.262 2.396 -1.847 0.077
H -4.319 3.255 -3.090 0.079
H -5.595 2.108 -3.469 0.067
C 1.917 10.763 -5.765 -0.123
O 2.408 10.874 -7.106 -0.184
C 2.478 9.557 -7.745 -0.193
C 1.228 8.680 -7.820 -0.175
N 0.680 8.167 -6.495 -0.068
C -0.339 7.172 -6.716 -0.223
C -0.363 6.351 -5.443 -0.204
O 0.820 5.520 -5.355 -0.191
C 0.838 4.544 -4.313 -0.119
H 2.301 9.869 -5.273 0.074
H 0.840 10.923 -5.702 0.086
H 2.300 11.584 -5.159 0.079
H 3.326 9.084 -7.250 0.117
H 2.763 9.635 -8.794 0.116
H 1.421 7.835 -8.481 0.106
H 0.419 9.207 -8.327 0.118
H 1.422 8.039 -5.821 0.095
H 0.016 6.470 -7.471 0.106
H -1.297 7.471 -7.142 0.124
H -1.196 5.648 -5.430 0.116
H -0.461 6.969 -4.551 0.121
H 0.478 4.910 -3.352 0.081
H 1.788 4.029 -4.169 0.088
H 0.146 3.714 -4.455 0.050
C 0.751 -3.995 4.107 -0.095
O 0.456 -5.257 4.728 -0.188
C -0.090 -5.180 6.113 -0.159
C -0.214 -6.574 6.712 -0.122
N -0.462 -6.459 8.106 0.205
C -0.738 -7.714 8.879 -0.067
C -0.570 -7.541 10.426 -0.194
O 0.678 -6.917 10.793 -0.194
C 0.707 -6.482 12.190 -0.062
H 1.675 -3.577 4.508 0.087
H -0.038 -3.244 4.085 0.088
H 1.080 -4.151 3.079 0.079
H -1.098 -4.765 6.128 0.130
H 0.574 -4.559 6.715 0.129
H 0.772 -6.994 6.517 0.174
H -1.013 -7.121 6.211 0.162
H -0.027 -5.806 8.742 0.167
H -0.070 -8.502 8.530 0.148
H -1.696 -8.227 8.801 0.148
H -0.660 -8.510 10.917 0.133
H -1.438 -7.007 10.811 0.125
H 0.044 -5.638 12.381 0.091
H 1.686 -6.093 12.471 0.091
H 0.576 -7.287 12.913 0.094
C -2.516 1.414 2.901 -0.050
O -1.238 1.327 3.613 -0.222
C -1.182 1.982 4.865 -0.219
C 0.028 1.391 5.751 -0.167
N 1.250 1.288 4.952 -0.062
C 1.823 2.573 4.650 -0.208
C 3.282 2.410 4.175 -0.234
O 4.122 3.545 4.251 -0.191
C 4.680 3.965 5.541 -0.077
H -3.159 0.711 3.432 0.086
H -2.497 1.239 1.825 0.072
H -2.952 2.394 3.098 0.087
H -2.071 1.767 5.458 0.106
H -1.113 3.066 4.954 0.114
H -0.256 0.379 6.038 0.100
H 0.108 2.014 6.642 0.112
H 0.966 0.903 4.063 0.045
H 1.932 3.137 5.577 0.117
H 1.434 3.144 3.807 0.126
H 3.368 1.800 3.276 0.105
H 3.848 1.772 4.855 0.109
H 5.621 3.499 5.833 0.082
H 4.048 3.678 6.381 0.068
H 4.670 5.041 5.711 0.086
C 5.751 -7.922 -3.656 -0.129
O 4.497 -8.190 -3.128 -0.160
C 4.195 -7.598 -1.930 -0.241
C 4.421 -6.104 -1.673 -0.226
N 3.283 -5.292 -1.949 -0.039
C 3.381 -4.012 -1.160 -0.178
C 2.315 -3.068 -1.754 -0.246
O 2.604 -2.712 -3.058 -0.197
C 1.661 -1.914 -3.850 -0.060
H 5.826 -6.880 -3.967 0.077
H 6.137 -8.491 -4.502 0.089
H 6.506 -8.039 -2.879 0.089
H 4.648 -8.126 -1.091 0.095
H 3.138 -7.785 -1.740 0.122
H 5.306 -5.672 -2.140 0.118
H 4.566 -6.006 -0.597 0.084
H 3.334 -4.905 -2.881 0.099
H 4.315 -3.470 -1.014 0.117
H 3.070 -4.299 -0.155 0.092
H 2.230 -2.166 -1.147 0.098
H 1.332 -3.538 -1.784 0.123
H 2.429 -1.646 -4.576 0.086
H 1.200 -0.987 -3.510 0.063
H 0.908 -2.441 -4.436 0.082
C 2.452 -7.042 2.198 -0.057
C 3.827 -6.547 2.066 -0.425
C 4.443 -6.072 3.442 -0.177
O 5.848 -5.809 3.216 -0.242
C 6.573 -5.375 4.458 -0.044
N 4.755 -7.567 1.510 0.058
H 1.846 -6.208 2.553 0.059
H 2.402 -7.761 3.016 0.080
H 2.121 -7.455 1.244 0.095
H 3.843 -5.714 1.363 0.096
H 4.273 -6.893 4.138 0.118
H 4.022 -5.134 3.806 0.106
H 6.126 -4.580 5.054 0.082
H 7.591 -5.036 4.268 0.079
H 6.806 -6.335 4.919 0.084
H 4.832 -8.506 1.873 0.080
H 5.617 -7.193 1.881 0.052
```

Summary:
**E**: -92190.3579 eV
**Strongest force on any atom**: 0.076 Eh/bohr
**2S+1**: 2
**Gap between HOMO and LUMO (spin up / spin down)**: 6.54 / 1.54 eV
**E_HOMO (spin up / spin down)**: -9.279 / -9.279 eV
**Relative energy (zero: lowest compared OMol25 entry of this formula, charge and spin)**: 0.963 eV
**Charge**: +1
**LUMO (spin up / spin down)**: -2.74 / -7.74 eV

***

[2]
A molecular structure, C30H35F3N3O3PRe, computed with ωB97M-V/def2-TZVPD.

XYZ file:
```
76
Properties=species:S:1:pos:R:3:lowdin_charge:R:1
Re 0.840 -1.050 -0.097 1.610
C -1.700 -3.704 2.286 0.027
C -1.063 -2.887 1.229 -0.210
N -0.217 -1.923 1.443 -0.102
N 0.172 -1.623 2.725 0.139
C 1.028 -0.661 2.690 -0.315
O 1.333 -0.131 1.452 -0.231
C 1.683 -0.070 3.834 -0.160
C 2.653 0.920 3.660 -0.013
C 3.276 1.464 4.767 -0.042
C 2.935 1.026 6.040 -0.030
C 1.970 0.038 6.215 -0.039
C 1.344 -0.515 5.117 -0.001
C -1.324 -3.075 -0.195 -0.209
C -2.234 -3.987 -0.692 0.042
C -2.428 -4.072 -2.062 0.017
C -1.699 -3.240 -2.896 0.015
C -0.804 -2.343 -2.344 -0.064
N -0.620 -2.247 -1.016 -0.057
H -1.359 -3.391 3.267 0.086
H -1.459 -4.758 2.138 0.116
H -2.786 -3.598 2.231 0.112
H 2.924 1.254 2.667 0.111
H 4.031 2.228 4.640 0.119
H 3.428 1.454 6.903 0.122
H 1.713 -0.299 7.210 0.120
H 0.596 -1.287 5.237 0.120
H -2.782 -4.621 -0.010 0.134
H -3.133 -4.784 -2.471 0.136
H -1.806 -3.281 -3.971 0.133
H -0.214 -1.688 -2.967 0.106
C 2.142 2.192 -0.892 -0.086
C 0.688 2.548 -0.547 -0.635
C 0.217 3.636 -1.525 -0.058
C 0.686 3.111 0.881 -0.073
P -0.405 1.009 -0.740 1.115
C -0.711 0.914 -2.538 -0.357
C 0.367 0.631 -3.387 -0.137
C 0.202 0.604 -4.764 -0.047
C -1.041 0.855 -5.325 -0.041
C -2.116 1.141 -4.497 -0.038
C -1.953 1.174 -3.118 -0.080
C -2.038 1.216 0.172 -0.639
C -2.706 2.576 -0.092 -0.060
C -1.808 1.096 1.689 -0.073
C -2.993 0.072 -0.203 -0.069
H 2.732 3.108 -0.812 0.106
H 2.265 1.826 -1.908 0.068
H 2.570 1.471 -0.196 0.062
H 0.839 4.519 -1.365 0.105
H -0.818 3.931 -1.367 0.075
H 0.336 3.331 -2.563 0.086
H 1.423 3.917 0.915 0.105
H 0.978 2.372 1.624 0.058
H -0.269 3.546 1.165 0.074
H 1.347 0.423 -2.991 0.070
H 1.055 0.393 -5.398 0.122
H -1.170 0.837 -6.400 0.121
H -3.088 1.353 -4.922 0.121
H -2.811 1.423 -2.517 0.080
H -2.145 3.396 0.349 0.075
H -3.686 2.562 0.390 0.105
H -2.861 2.803 -1.144 0.072
H -1.109 1.826 2.086 0.069
H -1.481 0.101 1.976 0.053
H -2.768 1.268 2.182 0.108
H -3.277 0.043 -1.251 0.072
H -3.907 0.198 0.382 0.106
H -2.574 -0.896 0.065 0.053
F 5.153 -1.680 -1.100 0.202
C 4.249 -2.441 -1.713 -0.570
F 4.314 -2.245 -3.023 0.204
F 4.458 -3.712 -1.430 0.213
C 2.856 -2.006 -1.207 -0.439
O 2.176 -2.718 -0.421 0.001
O 2.380 -0.871 -1.549 -0.089
```

Summary:
**E**: -61849.5437 eV
**Strongest force on any atom**: 0.007 Eh/bohr
**2S+1**: 2
**Gap between HOMO and LUMO (spin up / spin down)**: 6.55 / 6.53 eV
**E_HOMO (spin up / spin down)**: -14.373 / -14.345 eV
**Relative energy (zero: lowest compared OMol25 entry of this formula, charge and spin)**: 0.000 eV
**Charge**: +2
**LUMO (spin up / spin down)**: -7.82 / -7.81 eV

***

[3]
A molecular structure, C2H4I2N2O, computed with ωB97M-V/def2-TZVPD.

XYZ file:
```
11
Properties=species:S:1:pos:R:3:lowdin_charge:R:1
C -0.190 0.604 -0.008 -0.721
C -0.152 -0.901 -0.370 -0.284
N 0.642 -1.736 0.097 0.090
N 0.885 1.325 0.716 -0.390
O -1.329 0.983 0.629 -0.723
I -3.066 0.661 -0.205 1.012
I 2.696 0.824 -0.210 0.772
H -0.231 0.994 -1.004 0.087
H -0.991 -1.190 -1.106 0.089
H 0.782 -2.642 -0.239 0.036
H 0.955 1.077 1.700 0.033
```

Summary:
**E**: -23364.6118 eV
**Strongest force on any atom**: 0.058 Eh/bohr
**2S+1**: 1
**Gap between HOMO and LUMO**: 7.59 eV
**E_HOMO**: -8.679 eV
**Relative energy (zero: lowest compared OMol25 entry of this formula, charge and spin)**: 1.763 eV
**Charge**: 0
**LUMO**: -1.08 eV

***

[4]
A molecular structure, C2H5NOS, computed with ωB97M-V/def2-TZVPD.

XYZ file:
```
10
Properties=species:S:1:pos:R:3:lowdin_charge:R:1
C -1.219 -1.008 -0.315 -0.486
C 0.854 0.545 0.380 -0.436
N -0.756 0.214 -0.518 0.040
O -0.675 -1.867 0.341 -0.049
S 2.081 -0.549 -0.174 0.749
H -2.188 -1.198 -0.821 0.126
H 1.040 1.571 0.105 0.043
H 0.505 0.384 1.387 0.054
H -1.222 0.950 -1.016 0.087
H 1.545 -1.616 0.417 -0.127
```

Summary:
**E**: -16526.6577 eV
**Strongest force on any atom**: 0.086 Eh/bohr
**2S+1**: 1
**Gap between HOMO and LUMO**: 10.01 eV
**E_HOMO**: -9.222 eV
**Relative energy (zero: lowest compared OMol25 entry of this formula, charge and spin)**: 1.724 eV
**Charge**: 0
**LUMO**: 0.78 eV

***

[5]
9 unconnected molecules or ions with the total composition C12H42N12O12, computed with ωB97M-V/def2-TZVPD.

XYZ file:
```
78
Properties=species:S:1:pos:R:3:lowdin_charge:R:1
N -5.083 0.416 4.778 0.156
C -3.922 0.128 4.110 -0.641
N -4.005 0.141 2.751 0.173
O -2.901 -0.184 4.701 0.040
H -4.971 0.391 5.776 0.108
H -5.760 1.011 4.338 0.095
H -4.882 0.414 2.346 0.097
H -3.217 -0.138 2.199 0.085
N 0.894 -4.606 -1.280 0.142
C 0.568 -5.748 -1.977 -0.691
N -0.567 -6.380 -1.575 0.150
O 1.304 -6.171 -2.851 0.030
H 0.470 -4.372 -0.402 0.082
H 1.611 -4.057 -1.714 0.096
H -1.030 -6.093 -0.734 0.092
H -0.840 -7.195 -2.090 0.104
N 5.196 1.067 -0.977 0.153
C 5.956 1.362 0.126 -0.691
N 5.416 2.273 0.984 0.156
O 7.033 0.822 0.316 0.019
H 4.238 1.378 -0.951 0.056
H 5.432 0.207 -1.438 0.101
H 4.660 2.875 0.676 0.049
H 6.070 2.665 1.640 0.102
N -0.255 -1.613 -3.848 0.149
C -0.246 -1.017 -5.094 -0.673
N -1.398 -1.280 -5.816 0.140
O 0.684 -0.351 -5.477 0.049
H 0.592 -1.609 -3.316 0.089
H -1.087 -2.085 -3.548 0.073
H -1.693 -0.567 -6.457 0.099
H -2.076 -1.917 -5.442 0.079
N -1.368 3.223 -2.158 0.160
C -1.810 3.766 -0.984 -0.704
N -1.085 3.416 0.105 0.163
O -2.755 4.539 -0.939 0.008
H -0.766 2.418 -2.181 0.087
H -1.852 3.511 -2.987 0.099
H -1.408 3.633 1.030 0.104
H -0.422 2.656 0.063 0.066
N 3.823 4.963 -1.353 0.188
C 3.016 4.383 -0.436 -0.624
N 2.105 5.193 0.165 0.180
O 2.965 3.156 -0.277 -0.035
H 4.479 4.363 -1.822 0.117
H 3.788 5.943 -1.559 0.108
H 1.577 4.704 0.868 0.107
H 2.213 6.187 0.255 0.107
O -0.186 -0.024 4.629 -0.073
C 0.356 -1.268 4.254 -0.266
C 1.814 -1.098 3.881 -0.250
O 2.644 -1.152 5.043 -0.064
H -1.148 -0.058 4.491 0.021
H 0.292 -1.970 5.094 0.123
H -0.120 -1.690 3.363 0.099
H 1.914 -0.130 3.388 0.108
H 2.106 -1.912 3.207 0.109
H 3.342 -0.501 4.940 0.078
O -2.759 0.037 -0.584 -0.069
C -3.198 -1.297 -0.670 -0.255
C -4.465 -1.493 -1.504 -0.238
O -4.694 -2.897 -1.669 -0.055
H -3.453 0.649 -0.323 0.104
H -2.476 -1.999 -1.093 0.118
H -3.417 -1.697 0.329 0.121
H -4.398 -0.939 -2.444 0.125
H -5.328 -1.108 -0.955 0.120
H -4.261 -3.112 -2.502 0.082
O 1.111 1.164 -0.560 -0.082
C 1.601 0.048 0.132 -0.252
C 0.518 -0.990 0.220 -0.253
O -0.537 -0.598 1.061 -0.062
H 1.725 1.918 -0.577 0.035
H 2.493 -0.398 -0.336 0.116
H 1.978 0.291 1.132 0.115
H 1.019 -1.846 0.699 0.111
H 0.177 -1.352 -0.755 0.104
H -1.342 -0.400 0.564 0.029
```

Summary:
**E**: -55581.0488 eV
**Strongest force on any atom**: 0.032 Eh/bohr
**2S+1**: 1
**Gap between HOMO and LUMO**: 8.90 eV
**E_HOMO**: -9.171 eV
**Relative energy (zero: lowest compared OMol25 entry of this formula, charge and spin)**: 0.999 eV
**Charge**: 0
**LUMO**: -0.27 eV

***

[6]
2 unconnected molecules or ions with the total composition C4H9N, computed with ωB97M-V/def2-TZVPD.

XYZ file:
```
14
Properties=species:S:1:pos:R:3:lowdin_charge:R:1
C -2.492 -1.811 0.922 -0.033
C -1.457 -1.660 1.794 -0.221
C -0.596 -0.384 1.867 -0.110
H -2.436 -1.546 -0.122 0.041
H -3.494 -1.964 1.271 0.039
H -1.152 -2.472 2.459 0.088
H -0.493 -0.281 2.969 0.077
H 0.445 -0.561 1.580 0.057
H -1.042 0.503 1.439 0.063
C 1.955 1.482 -1.899 -0.147
N 2.431 2.345 -2.715 0.007
H 1.095 1.719 -1.263 0.053
H 2.244 0.436 -1.978 0.056
H 3.317 1.939 -3.027 0.030
```

Summary:
**E**: -5780.3982 eV
**Strongest force on any atom**: 0.046 Eh/bohr
**2S+1**: 1
**Gap between HOMO and LUMO**: 9.16 eV
**E_HOMO**: -8.337 eV
**Relative energy (zero: lowest compared OMol25 entry of this formula, charge and spin)**: 3.414 eV
**Charge**: 0
**LUMO**: 0.82 eV

***

Q: Which formula does entry 3 have?
A: C2H4I2N2O